Entry from the Open Molecules 2025 dataset: a cluster of 2 separate species, C3H7NO in total (wB97M-V/def2-TZVPD).

Last column: natural (NBO) charge in e.
Positions of all 12 atoms, in Å:
C (-0.451, 1.219, 0.405)  -0.73
C (0.993, 0.748, 0.294)  0.45
O (1.668, 0.424, 1.239)  -0.53
H (-1.061, 0.650, 1.118)  0.23
H (-0.958, 1.258, -0.567)  0.21
H (-0.361, 2.236, 0.791)  0.25
H (1.418, 0.819, -0.731)  0.11
C (-0.485, -1.508, -0.202)  -0.04
N (0.648, -1.568, -0.769)  -0.59
H (-1.448, -1.302, -0.698)  0.15
H (-0.523, -1.591, 0.891)  0.17
H (0.560, -1.385, -1.771)  0.33

- E_tot: -248.43964 Eh
- HOMO energy: -9.68 eV
- E_LUMO: 0.93 eV
- Gap between HOMO and LUMO: 10.60 eV
- Structure (SMILES): CC=O.C=N
- Charge: 0

Entry from the Open Molecules 2025 dataset: a structure of composition C21H23NO3SSeTaTe (wB97M-V/def2-TZVPD).

Last column: natural (NBO) charge in e.
Positions of all 52 atoms, in Å:
Ta (1.451, 3.124, 0.538)  1.14
C (0.489, 0.939, 3.806)  -0.63
C (1.497, 0.478, 2.757)  0.14
C (1.945, -0.956, 2.997)  -0.61
O (0.966, 0.577, 1.445)  -0.77
C (2.708, 1.421, 2.817)  0.79
O (3.575, 1.301, 3.647)  -0.60
O (2.700, 2.380, 1.911)  -0.78
H (-0.401, 0.306, 3.760)  0.21
H (0.185, 1.972, 3.632)  0.24
H (0.931, 0.855, 4.799)  0.22
H (1.072, -1.606, 3.068)  0.20
H (2.522, -1.023, 3.918)  0.23
H (2.566, -1.295, 2.169)  0.22
H (0.049, 0.916, 1.446)  0.52
C (-1.299, -3.280, 1.398)  -0.61
C (-2.390, -3.100, 0.345)  -0.10
C (-2.517, -4.405, -0.453)  -0.59
C (-3.712, -2.820, 1.072)  -0.60
C (-2.076, -1.952, -0.613)  0.07
C (-3.020, -1.609, -1.600)  -0.24
C (-2.806, -0.583, -2.495)  -0.21
C (-1.614, 0.129, -2.409)  -0.25
S (-1.047, 1.461, -3.354)  0.37
C (0.418, 1.464, -2.397)  0.10
N (0.487, 0.580, -1.466)  -0.45
C (-0.660, -0.194, -1.443)  0.20
C (-0.894, -1.240, -0.548)  -0.27
C (1.491, 2.433, -2.659)  -0.01
C (1.848, 2.657, -3.990)  -0.22
C (2.947, 3.437, -4.297)  -0.22
C (3.692, 3.984, -3.263)  -0.22
C (3.299, 3.799, -1.946)  -0.18
C (2.170, 3.043, -1.589)  -0.45
H (-1.575, -4.093, 2.073)  0.20
H (-1.167, -2.377, 1.994)  0.21
H (-0.338, -3.530, 0.949)  0.21
H (-2.736, -5.240, 0.216)  0.20
H (-1.589, -4.624, -0.983)  0.21
H (-3.318, -4.345, -1.191)  0.20
H (-3.927, -3.621, 1.783)  0.20
H (-4.549, -2.756, 0.378)  0.20
H (-3.658, -1.879, 1.621)  0.22
H (-3.949, -2.160, -1.663)  0.20
H (-3.553, -0.335, -3.237)  0.21
H (-0.132, -1.446, 0.189)  0.24
H (1.287, 2.181, -4.785)  0.21
H (3.228, 3.599, -5.329)  0.20
H (4.567, 4.584, -3.482)  0.20
H (3.862, 4.294, -1.166)  0.22
Te (1.893, 5.594, 0.919)  -0.37
Se (-0.918, 2.959, 0.710)  -0.60

- E_tot: -4219.36712 Eh
- HOMO energy: -4.01 eV
- E_LUMO: 2.37 eV
- Gap between HOMO and LUMO: 6.38 eV
- Charge: -1

Entry from the Open Molecules 2025 dataset: the ion C3H6BrClN3 with charge +1 at a distorted geometry (wB97M-V/def2-TZVPD).

Last column: natural (NBO) charge in e.
Positions of all 14 atoms, in Å:
C (0.375, -2.319, -0.755)  0.29
C (0.314, 0.163, -1.833)  0.08
C (-0.097, 0.940, 0.582)  -0.42
N (1.237, -0.742, -2.355)  -0.47
N (0.307, -0.065, -0.468)  -0.25
N (0.178, -1.332, 0.006)  -0.32
Cl (-1.501, 0.116, -2.449)  -0.12
Br (1.448, -1.361, -3.984)  0.51
H (0.471, -3.337, -0.479)  0.23
H (0.728, 1.296, -1.840)  0.30
H (0.646, 0.802, 1.408)  0.23
H (0.157, 1.851, 0.058)  0.24
H (-1.123, 0.759, 0.793)  0.23
H (-0.110, -1.285, 1.065)  0.47

- E_tot: -3315.87408 Eh
- HOMO energy (spin up / spin down): -14.00 / -13.97 eV
- E_LUMO (spin up / spin down): -6.38 / -6.16 eV
- Gap between HOMO and LUMO (spin up / spin down): 7.62 / 7.81 eV
- Charge: +1

Entry from the Open Molecules 2025 dataset: the molecule CHNO5S at a distorted geometry (wB97M-V/def2-TZVPD).

Last column: natural (NBO) charge in e.
Positions of all 9 atoms, in Å:
C (2.554, -0.109, -0.320)  0.75
N (2.593, 0.804, 0.664)  0.13
O (3.479, -0.024, -1.057)  -0.52
O (1.811, -1.225, -0.303)  -0.67
O (2.566, 1.960, 0.683)  -0.21
O (-0.714, -1.329, -0.208)  -0.90
O (0.750, 0.142, 1.225)  -0.89
S (0.610, -1.219, 0.814)  1.79
H (-0.575, -1.752, -1.040)  0.51

- E_tot: -867.68408 Eh
- HOMO energy: -9.18 eV
- E_LUMO: -0.47 eV
- Gap between HOMO and LUMO: 8.71 eV
- Charge: 0

Entry from the Open Molecules 2025 dataset: the molecule C6H9NO at a distorted geometry (wB97M-V/def2-TZVPD).

Last column: natural (NBO) charge in e.
Positions of all 17 atoms, in Å:
O (-0.205, -0.570, -2.622)  -0.70
C (-0.435, 0.246, -1.475)  0.04
C (-1.421, -0.430, -0.607)  -0.23
C (-1.038, -0.256, 0.671)  -0.15
C (0.428, 0.206, 0.885)  0.01
C (0.713, 0.977, 2.065)  -0.26
N (0.827, -0.556, 2.072)  -0.56
C (0.812, 0.244, -0.579)  -0.43
H (0.142, 0.085, -3.179)  0.46
H (-0.898, 1.171, -1.861)  0.18
H (-2.402, -1.002, -0.954)  0.24
H (-1.619, -0.424, 1.596)  0.21
H (-0.095, 1.436, 2.618)  0.20
H (1.632, 1.536, 2.120)  0.20
H (1.852, -0.677, 2.049)  0.34
H (1.291, -0.665, -0.892)  0.24
H (1.588, 1.065, -0.783)  0.21

- E_tot: -363.91051 Eh
- HOMO energy: -9.26 eV
- E_LUMO: 0.84 eV
- Gap between HOMO and LUMO: 10.10 eV
- Structure (SMILES): O[C@H]1C=C[C@]2(CN2)C1
- Charge: 0

Entry from the Open Molecules 2025 dataset: a structure of composition C30H38BCsN4O4Si (wB97M-V/def2-TZVPD).

Last column: Löwdin charge in e.
Positions of all 79 atoms, in Å:
Cs (0.692, -1.422, -0.242)  0.60
C (0.216, 0.049, -3.509)  -0.10
O (-0.824, 0.231, -2.559)  -0.17
C (-2.087, 0.366, -3.018)  -0.23
C (-2.422, 0.286, -4.361)  -0.04
C (-3.743, 0.436, -4.771)  -0.11
C (-4.732, 0.656, -3.826)  -0.12
C (-4.401, 0.710, -2.480)  -0.03
C (-3.081, 0.574, -2.038)  -0.17
N (-2.665, 0.556, -0.695)  0.07
N (-3.606, 0.776, 0.106)  0.05
C (-3.364, 0.781, 1.442)  -0.15
C (-2.051, 0.712, 2.057)  -0.39
O (-0.982, 0.880, 1.444)  -0.11
C (-2.028, 0.463, 3.496)  -0.01
C (-3.142, 0.377, 4.245)  -0.05
C (-4.446, 0.558, 3.671)  -0.19
C (-5.606, 0.493, 4.461)  -0.07
C (-6.855, 0.666, 3.916)  -0.13
C (-6.966, 0.923, 2.541)  -0.12
C (-5.846, 0.981, 1.746)  -0.04
C (-4.550, 0.785, 2.277)  -0.11
H (0.273, 0.894, -4.203)  0.10
H (0.084, -0.874, -4.079)  0.10
H (1.143, -0.020, -2.944)  0.02
H (-1.660, 0.092, -5.103)  0.10
H (-3.985, 0.364, -5.824)  0.09
H (-5.763, 0.775, -4.138)  0.09
H (-5.162, 0.846, -1.724)  0.09
H (-1.045, 0.354, 3.939)  0.10
H (-3.075, 0.183, 5.311)  0.10
H (-5.496, 0.298, 5.524)  0.10
H (-7.742, 0.609, 4.537)  0.08
H (-7.946, 1.075, 2.103)  0.09
H (-5.935, 1.184, 0.688)  0.09
N (-0.343, 3.540, -0.883)  0.01
C (-0.145, 4.325, 0.335)  -0.31
C (0.794, 3.602, 1.289)  -0.22
C (2.208, 3.374, 0.745)  -0.20
C (3.151, 2.971, 1.866)  -0.30
N (2.778, 1.657, 2.398)  0.02
H (-1.095, 3.932, -1.433)  0.06
H (-0.647, 2.601, -0.636)  0.05
H (-1.083, 4.520, 0.873)  0.10
H (0.281, 5.296, 0.056)  0.10
H (0.324, 2.646, 1.527)  0.07
H (0.857, 4.190, 2.215)  0.11
H (2.577, 4.298, 0.283)  0.11
H (2.207, 2.595, -0.021)  0.10
H (3.131, 3.768, 2.627)  0.09
H (4.175, 2.900, 1.494)  0.10
H (1.799, 1.643, 2.663)  0.05
H (3.328, 1.412, 3.207)  0.05
C (1.790, -6.063, 0.432)  -0.34
Si (0.338, -5.109, -0.431)  0.38
C (0.577, -5.738, -2.252)  -0.34
C (-1.136, -6.258, 0.092)  -0.34
H (1.767, -7.151, 0.248)  0.00
H (1.759, -5.909, 1.518)  -0.01
H (2.759, -5.686, 0.082)  -0.01
H (0.612, -6.837, -2.331)  0.00
H (1.509, -5.343, -2.676)  -0.01
H (-0.242, -5.383, -2.888)  -0.01
H (-0.935, -7.325, -0.104)  0.00
H (-2.050, -5.985, -0.451)  -0.01
H (-1.354, -6.151, 1.162)  -0.01
O (4.645, -0.784, -0.520)  0.01
B (3.890, 0.062, -1.431)  -0.36
O (4.887, 1.014, -1.909)  0.01
C (6.081, 0.739, -1.323)  -0.26
C (7.301, 1.364, -1.478)  -0.02
C (8.388, 0.861, -0.753)  -0.14
C (8.240, -0.228, 0.094)  -0.13
C (6.998, -0.857, 0.247)  -0.02
C (5.934, -0.358, -0.473)  -0.26
H (7.409, 2.215, -2.140)  0.10
H (9.362, 1.329, -0.857)  0.08
H (9.099, -0.599, 0.642)  0.08
H (6.874, -1.708, 0.906)  0.11

- E_tot: -2020.45481 Eh
- HOMO energy: -0.81 eV
- E_LUMO: 3.90 eV
- Gap between HOMO and LUMO: 4.72 eV
- Charge: -2

Across the entries above, energy relative to the best compared isomer or geometry (same formula, charge and spin) takes the values 54.5 16.6 102.1 50.5 71.4 15.6 kcal/mol, respectively.